1.
C3H12NO2S | wB97M-V/def2-TZVPD

* highest occupied orbital energy: -0.0924 Eh
* HOMO-LUMO gap: 5.5 eV
* net charge: -1

Last column: natural (NBO) charge in e.
Cartesian coordinates (Å):
C  -0.438  2.189  0.999  -0.393
N  -0.156  0.998  0.208  -0.675
C  -0.017  -0.260  1.025  -0.231
C  -0.728  -1.348  0.214  -0.567
S  -2.448  -0.979  -0.281  -0.713
H  -0.528  3.051  0.330  0.192
H  0.389  2.330  1.761  0.134
H  -1.300  2.153  1.651  0.162
H  -0.870  0.884  -0.521  0.394
H  1.045  -0.425  1.191  0.157
H  -0.467  0.076  2.000  0.163
H  -0.919  -2.089  1.040  0.188
H  -0.241  -1.961  -0.520  0.193
H  3.005  0.304  2.967  0.477
H  1.753  1.308  2.672  0.491
O  2.585  1.159  3.131  -0.971
H  1.990  -1.319  -4.079  0.476
H  3.249  -1.293  -4.898  0.458
O  2.383  -0.870  -4.839  -0.934

---

2.
C3H12NO2S | wB97M-V/def2-TZVPD

* highest occupied orbital energy: -0.1442 Eh
* HOMO-LUMO gap: 4.2 eV
* net charge: -1

Last column: natural (NBO) charge in e.
Cartesian coordinates (Å):
C  0.193  0.624  0.228  -0.675
C  -0.565  -0.212  -0.767  -0.106
C  0.072  -1.507  -1.103  -0.571
S  0.347  -2.597  0.390  -0.284
N  -0.237  0.972  -2.935  -1.021
H  1.157  0.829  -0.265  0.200
H  -0.245  1.607  0.384  0.240
H  0.474  0.215  1.205  0.349
H  -1.593  -0.368  -0.419  0.235
H  1.101  -1.455  -1.460  0.205
H  -0.441  -2.234  -1.725  0.230
H  -0.459  0.480  -1.879  0.306
H  0.476  0.541  -3.487  0.391
H  -0.739  1.835  -3.048  0.386
H  1.332  1.241  3.415  0.414
O  0.547  1.546  2.937  -1.191
H  -0.368  -1.207  2.453  0.451
H  -0.290  0.303  2.984  0.496
O  -0.764  -0.613  3.093  -1.055

---

3.
C3H12NO3 | wB97M-V/def2-TZVPD

* highest occupied orbital energy: -0.5257 Eh
* HOMO-LUMO gap: 9.6 eV
* net charge: +1

Last column: natural (NBO) charge in e.
Cartesian coordinates (Å):
C  -1.689  -0.919  1.253  -0.095
C  -1.714  -0.846  -0.083  -0.311
C  -1.062  0.646  2.747  0.081
N  -0.672  -0.032  1.739  -0.414
H  -2.092  -1.484  2.038  0.241
H  -0.769  -0.457  -0.626  0.253
H  -2.261  -1.441  -0.810  0.243
H  -0.550  1.523  3.215  0.223
H  -1.975  0.693  3.389  0.252
H  0.202  0.072  1.152  0.500
H  1.461  2.001  0.409  0.481
H  1.589  1.544  -1.044  0.506
O  1.144  1.334  -0.196  -0.972
H  2.015  1.217  -3.000  0.465
H  1.059  0.532  -3.945  0.497
O  1.133  0.815  -2.983  -0.958
H  1.230  -2.218  -1.673  0.479
H  1.792  -1.102  -0.751  0.482
O  1.160  -1.877  -0.831  -0.952

---

4.
C3H12NO3S | wB97M-V/def2-TZVPD

* highest occupied orbital energy (alpha / beta): -0.1395 / -0.2806 Eh
* HOMO-LUMO gap (alpha / beta): 4.0 / 7.8 eV
* spin multiplicity: 2

Last column: natural (NBO) charge in e.
Cartesian coordinates (Å):
O  1.582  -1.151  0.491  -0.807
C  0.959  -1.205  -0.571  0.000
C  0.531  0.076  -1.299  -0.139
C  -0.976  0.337  -1.293  -0.547
S  -1.965  -1.181  -1.567  -0.043
N  1.259  1.223  -0.631  -0.692
H  0.613  -2.184  -1.026  0.118
H  0.938  0.044  -2.340  0.181
H  -1.220  1.064  -2.108  0.201
H  -1.244  0.743  -0.322  0.234
H  -1.934  -1.532  -0.285  0.152
H  1.213  2.090  -1.165  0.399
H  2.224  1.027  -0.482  0.435
H  0.862  1.412  0.309  0.470
H  -0.057  2.041  2.457  0.494
H  -0.458  0.523  1.960  0.535
O  -0.096  1.395  1.667  -1.002
H  -1.384  -1.732  2.510  0.474
H  0.035  -1.721  1.825  0.529
O  -0.880  -1.269  1.870  -0.991

---

How do the records compare in M? In the order shown, they have 126.20; 126.20; 110.13; 142.20 g/mol.
How do the records compare in energy above the lowest of the compared OMol25 structures with the same formula, charge and spin? In the order shown, they have 2.040; 6.706; 3.204; 0.406 eV.
How do the records compare in electronic energy? In the order shown, they have -19725.76612; -19721.10096; -10928.94288; -21770.60980 eV.